# 1
DFT (ωB97M-V/def2-TZVPD) results for one molecule with the formula C3H8Si at a distorted geometry.

Geometry as ORCA input:
```
! RIJCOSX wB97M-V def2-TZVPD def2/J DEFGRID3
* xyz 0 3
C -0.12269 -0.27186 0.32199
C -0.03959 -0.76035 -1.16402
C -0.76737 -1.73421 -1.82683
Si 0.31787 1.56376 1.47414
H 0.28524 -1.11524 1.06746
H -1.18237 -0.39897 0.55956
H 0.61400 -0.14370 -1.85765
H -1.37793 -2.37460 -1.13501
H -0.66001 -1.91143 -2.80727
H -0.08852 2.80400 0.83691
H 1.70781 1.79809 1.85564
H -0.38214 1.36791 2.74212
*
```

The value obtained for the strongest force on any atom is 0.1852 Eh/bohr. For the relative energy (zero: lowest compared OMol25 entry of this formula, charge and spin), the calculation gives 180.1 kJ/mol. The value obtained for the LUMO energy (spin up / spin down) is 1.033 / -1.812 eV.

Here are the Mulliken charges for atoms 1 to 5, given in e: C -0.723; C -0.009; C -0.927; Si 0.506; H 0.256



# 2
DFT (ωB97M-V/def2-TZVPD) results for C33H37ClN4Pr as an isolated structure at a distorted geometry.

Geometry as ORCA input:
```
! RIJCOSX wB97M-V def2-TZVPD def2/J DEFGRID3
* xyz -1 3
Pr -1.21242 -0.05874 0.46947
N -4.18646 1.96604 -1.03350
N -1.67272 -2.83553 -0.52444
C 0.76546 0.37664 2.57763
C 0.16282 -0.90339 2.79282
C -1.21057 -0.69324 3.11892
C -2.23275 -1.74347 3.37506
H -1.74882 -2.72280 3.47303
H -2.95987 -1.81507 2.54998
H -2.79387 -1.52969 4.29647
C -1.44041 0.72009 3.15670
C -2.70034 1.41096 3.54672
H -2.58222 1.92843 4.51376
H -3.53301 0.70343 3.63649
H -2.99655 2.16404 2.80140
C -0.22052 1.37424 2.82716
C 0.02179 2.83211 2.97607
H -0.75785 3.43567 2.49817
H 0.98317 3.12443 2.53858
H 0.04253 3.10047 4.04447
C 0.87164 -2.20909 2.90662
H 0.74765 -2.64680 3.91382
H 1.94791 -2.08411 2.72077
H 0.49704 -2.95330 2.18743
C 2.21391 0.64046 2.36366
H 2.38113 1.52663 1.73359
H 2.72060 -0.20426 1.87551
H 2.71131 0.82919 3.33254
C -4.28773 2.51928 -2.22865
H -4.61920 3.56408 -2.29562
C -3.99973 1.83863 -3.43390
H -4.09123 2.38628 -4.37227
C -3.57304 0.50607 -3.36536
H -3.33540 -0.05103 -4.27513
C -3.48457 -0.12123 -2.12869
H -3.18112 -1.17000 -1.99694
C -3.79502 0.63679 -0.91325
C -3.54924 0.11948 0.36574
H -4.32279 0.25469 1.12608
C -0.63629 -2.05284 -0.76208
C -1.29005 -4.15347 -0.84215
H -1.97095 -4.98608 -0.82671
C 0.02795 -4.16371 -1.20502
H 0.68152 -4.98413 -1.46869
N 0.43797 -2.82503 -1.20907
C 1.70912 -2.25597 -1.47443
C 2.82361 -2.71399 -0.75830
C 4.00561 -1.96251 -0.84194
H 4.88735 -2.28593 -0.28877
C 4.08666 -0.80524 -1.62375
C 5.37201 -0.04057 -1.75085
H 5.22742 1.03510 -1.57808
H 5.79871 -0.15030 -2.75799
H 6.10572 -0.41854 -1.03259
C 2.94847 -0.36516 -2.30088
H 2.99705 0.54792 -2.89646
C 1.74913 -1.07394 -2.24413
C 0.56935 -0.59703 -3.03261
H 0.61691 -0.96634 -4.06871
H 0.55321 0.49933 -3.07242
H -0.39622 -0.92913 -2.62478
C 2.74688 -3.94006 0.09633
H 3.00615 -4.84677 -0.47409
H 1.74538 -4.08851 0.52024
H 3.45640 -3.86071 0.93096
Cl 2.82336 3.49239 -2.35477
C 1.25392 3.41746 -1.66026
C 0.32820 4.43785 -1.85783
C -0.93931 4.30242 -1.28844
C -1.23872 3.14983 -0.55986
N -0.33762 2.16208 -0.38405
C 0.93070 2.30534 -0.87207
H 0.61585 5.31717 -2.41932
H -1.70896 5.05794 -1.40017
H -2.22816 2.99448 -0.11624
H 1.66216 1.53024 -0.65093
*
```

The value obtained for the strongest force on any atom is 0.0337 Eh/bohr. The value obtained for the LUMO energy (spin up / spin down) is 2.230 / 2.234 eV.

Here are the Mulliken charges for atoms 1 to 5, given in e: Pr -0.108; N -0.488; N -0.452; C 0.876; C 0.819